Density functional theory data (wB97M-V/def2-TZVPD) for C3H3FN2 in the gas phase at a distorted geometry.

```
! wB97M-V def2-TZVPD RIJCOSX def2/J DEFGRID3
* xyz 0 1
F -2.515 -0.152 0.012
C -1.190 -0.178 -0.183
C -0.333 0.954 -0.076
N 0.970 0.416 -0.061
C 0.746 -0.955 -0.052
N -0.455 -1.233 -0.049
H -0.634 1.945 0.155
H 1.961 0.874 0.071
H 1.451 -1.673 0.185
*
```

Output
Relative energy (zero: lowest compared OMol25 entry of this formula, charge and spin): 1.025 eV
SMILES: Fc1c[nH]cn1
Gap between HOMO and LUMO: 9.51 eV
LUMO energy: 0.8 eV